1.
{
  "formula": "C5H8N2",
  "method": "ωB97M-V/def2-TZVPD",
  "gap_ev": 10.15,
  "e_homo_ev": -9.215,
  "de_lowest_kcal_mol": 95.4,
  "total_charge": 0,
  "spin_multiplicity": 1,
  "smiles": "C1[C@@H]2N[C@@H]2[C@@H]2N[C@H]12",
  "symbols": ["H", "N", "C", "H", "H", "H", "N", "C", "C", "H", "H", "C", "H", "C", "H"],
  "positions_angstrom": [[-2.0241, 0.5633, 0.9563], [-0.5068, -1.1037, 0.9223], [1.1328, 0.7818, -0.4933], [-1.1766, -1.6454, 1.3700], [1.2523, -0.3568, 1.3398], [0.8724, -1.3532, -1.3561], [1.4666, 0.6728, 0.9605], [-0.8461, -0.7211, -0.4671], [0.1114, 1.0875, 0.6137], [-1.6996, -1.2843, -0.9266], [0.0856, -0.0206, -2.2977], [0.4028, -0.3598, -1.1938], [2.1285, 1.3537, -0.9713], [-1.1264, 0.2511, 0.6450], [-0.0728, 2.1346, 0.8984]],
  "forces_ev_per_angstrom": [[-3.058, 0.973, 1.290], [-0.424, 1.223, -0.654], [1.811, -0.038, 0.502], [-1.536, -1.618, 0.575], [1.071, 2.403, -1.161], [0.603, 0.781, 0.077], [-2.063, -3.846, 1.031], [-1.642, -0.614, 1.153], [0.983, 5.445, 0.159], [1.069, 0.633, 0.161], [0.762, -0.459, 2.281], [-0.213, -0.723, -3.817], [-3.654, -1.082, 0.644], [6.182, -2.775, -2.032], [0.109, -0.302, -0.208]]
}

---

2.
{
  "formula": "C5H8N2",
  "method": "ωB97M-V/def2-TZVPD",
  "gap_ev": 8.08,
  "e_homo_ev": -7.491,
  "de_lowest_kcal_mol": 122.1,
  "total_charge": 0,
  "spin_multiplicity": 1,
  "symbols": ["H", "C", "H", "C", "H", "H", "C", "C", "H", "H", "H", "H", "N", "C", "N"],
  "positions_angstrom": [[-0.8715, -0.0124, -1.5750], [0.8139, -0.9042, 1.1879], [0.8916, -0.5036, 3.1873], [0.2050, -1.0368, 0.0079], [0.3806, -3.0565, -0.1894], [-1.2636, 2.1521, -1.7983], [1.4696, -0.3970, 2.2532], [-0.8944, 2.4213, -0.7948], [1.4825, -1.7484, 1.7130], [-1.7318, 2.8220, -0.2118], [0.3479, -2.2426, -1.6128], [-0.1586, 3.2268, -0.8949], [-0.0323, -2.2667, -0.6715], [-0.3707, 0.1660, -0.6080], [-0.2986, 1.3168, -0.0789]],
  "forces_ev_per_angstrom": [[0.055, 0.069, 0.117], [-0.038, 0.275, -0.054], [0.071, -0.009, -0.114], [0.078, 0.174, 0.268], [-0.090, 0.079, -0.051], [0.056, 0.005, 0.157], [-0.265, -0.185, -0.249], [-0.075, 0.175, -0.091], [0.073, -0.111, 0.089], [0.131, -0.040, -0.066], [-0.032, -0.019, 0.087], [-0.111, -0.117, 0.011], [0.166, -0.108, -0.039], [0.040, 0.199, 0.139], [-0.058, -0.386, -0.202]]
}

---

3.
{
  "formula": "C5H8N2",
  "method": "ωB97M-V/def2-TZVPD",
  "gap_ev": [7.20, 7.21],
  "e_homo_ev": [-6.846, -6.852],
  "de_lowest_kcal_mol": 102.8,
  "total_charge": 0,
  "spin_multiplicity": 1,
  "symbols": ["N", "C", "H", "C", "C", "H", "C", "H", "H", "H", "H", "H", "H", "N", "C"],
  "positions_angstrom": [[2.2811, 1.1168, 0.7164], [-1.5540, -1.7263, -0.6046], [1.2883, -1.5870, 0.3510], [-1.2365, 0.4754, -0.0913], [0.6352, -0.7218, 0.3374], [-2.0248, -0.0281, -0.8787], [0.9993, 0.6683, 0.3771], [-2.0006, 0.6097, 0.6834], [-0.1751, 2.4925, 0.0508], [-1.6030, -2.7091, -0.1509], [-1.3512, -1.7452, -1.6777], [3.0285, 0.5004, 0.4215], [2.4667, 2.0596, 0.3987], [-0.6432, -0.8161, 0.0189], [-0.1108, 1.4109, 0.0478]],
  "forces_ev_per_angstrom": [[-0.019, 0.044, -0.138], [0.145, -0.729, 0.136], [-0.130, 0.130, 0.038], [-0.073, -0.119, -0.084], [-0.296, -0.122, -0.025], [0.382, 1.176, -0.087], [-0.334, 0.043, -0.098], [0.183, -0.116, 0.081], [-0.012, -0.181, -0.062], [0.335, -0.183, -0.003], [-0.272, 0.090, 0.133], [-0.157, 0.053, 0.073], [-0.037, -0.126, 0.073], [0.186, 0.085, 0.019], [0.101, -0.045, -0.055]]
}

---

4.
{
  "formula": "C5H8N2",
  "method": "ωB97M-V/def2-TZVPD",
  "gap_ev": 9.25,
  "e_homo_ev": -8.365,
  "de_lowest_kcal_mol": 59.6,
  "total_charge": 0,
  "spin_multiplicity": 1,
  "smiles": "Cc1cnn(C)c1",
  "symbols": ["N", "H", "N", "H", "H", "C", "H", "C", "H", "H", "C", "H", "C", "C", "H"],
  "positions_angstrom": [[-1.0413, 0.4855, -0.3422], [2.2604, -1.3953, -0.5754], [-0.6701, 1.5548, 0.4129], [-0.0247, -0.9749, -1.5264], [1.1564, 2.4637, 0.7493], [0.6425, 1.6169, 0.2989], [-2.9722, 0.2698, 0.3915], [1.9245, -0.6461, 0.1483], [2.7321, -0.2963, 0.7758], [-1.8212, -0.9520, 0.9889], [-2.1284, -0.3552, 0.1152], [1.2059, -1.1709, 0.8135], [0.0247, -0.0619, -0.9477], [1.1696, 0.5310, -0.4842], [-2.3914, -1.0419, -0.6904]],
  "forces_ev_per_angstrom": [[-0.197, 0.061, -0.339], [0.224, 0.283, 0.049], [0.105, 0.132, -0.215], [-0.273, -0.055, 0.263], [-0.006, -0.425, 0.094], [-0.065, -0.064, 0.144], [-0.094, -0.042, -0.057], [0.693, 0.057, 0.116], [0.489, -0.126, -0.007], [-0.033, 0.272, -0.228], [-0.353, 0.020, -0.091], [0.570, 0.272, -0.149], [-0.456, 0.030, -0.103], [-0.451, -0.534, 0.453], [-0.153, 0.121, 0.069]]
}

---

5.
{
  "formula": "C5H8N2",
  "method": "ωB97M-V/def2-TZVPD",
  "gap_ev": [8.19, 8.02],
  "e_homo_ev": [-20.450, -19.460],
  "de_lowest_kcal_mol": 89.3,
  "total_charge": 2,
  "spin_multiplicity": 1,
  "symbols": ["C", "H", "H", "H", "H", "C", "N", "H", "H", "C", "N", "H", "H", "C", "C"],
  "positions_angstrom": [[0.7442, -0.2155, 1.2406], [-1.6927, 1.6198, -2.6213], [0.7063, -2.2872, 0.7475], [0.6568, -1.9124, 2.4255], [-0.8236, -1.5574, 1.7971], [0.2262, 1.0858, -2.0580], [-1.1153, 1.2393, -1.8946], [-2.4608, 1.2239, -0.3151], [2.0628, 0.2788, -1.4662], [0.2710, -1.5405, 1.5189], [0.7736, 0.2050, 0.0647], [1.0662, 0.4805, 1.9068], [0.6323, 1.5305, -2.8981], [1.0500, 0.5231, -1.1303], [-1.7435, 0.7815, -0.9005]],
  "forces_ev_per_angstrom": [[-0.587, -1.012, -1.814], [-0.286, 1.096, -1.118], [-1.584, 1.177, 0.844], [0.894, -0.073, 1.434], [0.750, -0.064, -1.057], [-1.221, 0.539, -0.677], [-0.079, -0.856, 0.226], [-2.590, 0.689, 1.068], [-0.060, 0.189, -0.004], [-0.348, -2.452, -0.577], [-0.555, 0.337, -1.056], [0.899, 1.921, 2.607], [0.717, 0.645, -1.769], [2.247, -1.231, 1.263], [1.803, -0.904, 0.629]]
}

---

6.
{
  "formula": "C5H8N2",
  "method": "ωB97M-V/def2-TZVPD",
  "gap_ev": [7.18, 7.28],
  "e_homo_ev": [-19.408, -19.395],
  "de_lowest_kcal_mol": 154.2,
  "total_charge": 2,
  "spin_multiplicity": 1,
  "symbols": ["C", "H", "H", "C", "H", "H", "N", "C", "C", "H", "H", "H", "C", "H", "N"],
  "positions_angstrom": [[2.4837, 0.4082, -0.2938], [2.6388, 1.3835, -0.5978], [-2.8863, 1.4383, 0.0420], [-2.9563, 0.3558, -0.0234], [-4.0749, -1.1527, 0.1484], [3.1864, -1.5211, 0.0365], [-1.8584, -0.2525, -0.2642], [1.0855, 0.1856, -0.3678], [-0.0398, 0.8275, -0.2249], [-5.1053, 0.1956, 0.0662], [4.4926, -0.1108, 0.0760], [0.7438, -0.8389, -0.3820], [3.4007, -0.4472, 0.2533], [3.0456, -0.3281, 1.3866], [-4.1560, -0.1429, 0.1449]],
  "forces_ev_per_angstrom": [[-2.641, 0.736, -0.014], [1.429, 2.118, -0.489], [0.315, 0.448, -0.150], [-1.355, 2.176, 0.047], [-0.944, -0.289, 0.036], [0.271, 0.531, 0.355], [1.679, 0.421, 0.129], [-0.359, -0.082, 0.153], [-1.045, -1.344, -0.322], [0.304, 1.027, 0.040], [-1.789, -0.756, 0.684], [-0.595, -0.961, 0.078], [2.611, -1.182, 0.861], [0.825, -0.121, -1.352], [1.294, -2.724, -0.056]]
}

---

7.
{
  "formula": "C5H8N2O",
  "method": "ωB97M-V/def2-TZVPD",
  "gap_ev": 9.48,
  "e_homo_ev": -8.692,
  "de_lowest_kcal_mol": 56.9,
  "total_charge": 0,
  "spin_multiplicity": 1,
  "smiles": "Cc1onc(N)c1C",
  "symbols": ["C", "H", "H", "H", "C", "H", "H", "H", "H", "N", "C", "O", "C", "H", "N", "C"],
  "positions_angstrom": [[-0.3460, 0.6266, 0.9311], [0.1690, -1.8126, -1.3155], [3.0004, 0.2438, -1.5750], [1.7938, -0.9288, -2.1253], [1.1051, 0.5480, -0.6893], [-1.0171, 0.9043, 2.8879], [-2.1594, 1.1059, 1.6318], [-1.3304, -0.7852, -1.7528], [-1.3189, -1.7508, -0.3621], [1.3855, 1.6973, -0.0668], [-0.0297, -0.1371, -0.1407], [0.5252, 1.7137, 1.0650], [-0.6924, -1.1777, -0.9212], [-1.7138, -0.6702, 2.1884], [1.9974, 0.0238, -1.6658], [-1.3688, 0.3992, 1.9104]],
  "forces_ev_per_angstrom": [[2.095, -0.248, -0.948], [-1.539, 0.358, 0.134], [-1.197, -0.109, 0.048], [0.372, 2.484, 1.368], [2.007, 0.686, 0.128], [-0.382, -1.029, -1.208], [-0.688, -0.694, 0.133], [0.850, -0.134, 0.428], [-1.673, -1.944, 1.708], [-0.075, -1.807, -0.061], [0.757, 2.144, -0.388], [-1.398, -1.696, -1.151], [1.877, 0.133, -2.132], [0.642, 1.871, -1.031], [-0.686, -1.049, -0.517], [-0.962, 1.036, 3.490]]
}

---

8.
{
  "formula": "C5H8N2O",
  "method": "ωB97M-V/def2-TZVPD",
  "gap_ev": 8.44,
  "e_homo_ev": -8.554,
  "de_lowest_kcal_mol": 199.1,
  "total_charge": 0,
  "spin_multiplicity": 1,
  "smiles": "C/N=C/C1=CNOC1",
  "symbols": ["C", "O", "H", "H", "C", "C", "H", "N", "H", "H", "C", "H", "H", "C", "H", "N"],
  "positions_angstrom": [[-2.7066, -1.0029, 0.2114], [2.2455, 0.8944, 1.3776], [0.2068, 0.0309, 1.5009], [-3.8412, -0.8079, 0.8714], [-0.6310, -0.3384, -0.7121], [0.7599, 1.0022, 0.9843], [2.2868, 0.4202, -2.1000], [-1.5652, 0.0358, 0.2405], [-0.6762, -1.3903, -1.5238], [-2.6289, -2.1943, 0.5784], [0.6202, 0.5298, -0.5286], [-2.8216, -1.0672, -1.0366], [3.4833, 0.2418, 0.0302], [1.9238, 0.6625, -1.0417], [0.4741, 1.9301, 1.2476], [2.8702, 1.0533, -0.0997]],
  "forces_ev_per_angstrom": [[-2.796, -1.811, -1.558], [-1.921, 0.763, -4.529], [1.393, 3.302, -0.399], [3.713, 0.412, -2.366], [-1.213, 1.098, 1.584], [1.586, -7.377, 0.097], [-0.463, 0.348, 1.801], [1.504, -4.432, -3.452], [-0.022, 3.488, 2.570], [1.006, 3.272, -0.824], [2.125, -0.231, 0.880], [-0.898, -0.238, 3.595], [0.441, 0.593, -0.512], [-3.350, -1.439, -0.200], [-1.449, 2.976, 0.787], [0.344, -0.722, 2.526]]
}

---

9.
{
  "formula": "C5H8N2O",
  "method": "ωB97M-V/def2-TZVPD",
  "gap_ev": [7.62, 7.62],
  "e_homo_ev": [-6.631, -6.630],
  "de_lowest_kcal_mol": 101.1,
  "total_charge": 0,
  "spin_multiplicity": 1,
  "symbols": ["C", "N", "C", "H", "H", "C", "H", "N", "H", "H", "C", "O", "H", "C", "H", "H"],
  "positions_angstrom": [[-1.6771, -1.7847, 0.5494], [0.4017, -0.9055, -0.2341], [0.6758, 1.2320, -0.0591], [-2.0376, -2.7529, 0.9563], [0.1455, -2.9606, -0.3952], [-0.2436, -2.0186, 0.0682], [2.5004, -0.8687, -1.1020], [-0.0444, 0.2379, 0.3570], [0.9082, 3.3564, -0.3846], [-1.7125, -0.9239, 1.1671], [0.3065, 2.6956, 0.1605], [1.6737, 0.9384, -0.8295], [0.5063, 2.8876, 1.2071], [1.5480, -0.4287, -1.0602], [-2.2921, -1.5560, -0.3143], [-0.6588, 2.8516, -0.0867]],
  "forces_ev_per_angstrom": [[0.976, -2.303, -0.797], [3.434, 1.176, -0.498], [-1.281, 1.487, 0.210], [-0.027, 0.909, 0.196], [-0.579, 1.090, 0.564], [0.109, -0.040, -1.150], [0.718, -1.124, 0.135], [-0.896, 1.578, -0.055], [1.083, 0.653, -0.987], [-0.226, 0.204, 1.033], [2.871, -2.410, 1.755], [-0.019, -0.526, 0.031], [-0.352, 0.297, 0.323], [-2.280, -1.446, 0.140], [-0.271, 0.035, -0.357], [-3.260, 0.421, -0.543]]
}

---

10.
{
  "formula": "C5H8N2O",
  "method": "ωB97M-V/def2-TZVPD",
  "gap_ev": 8.89,
  "e_homo_ev": -8.267,
  "de_lowest_kcal_mol": 146.5,
  "total_charge": 0,
  "spin_multiplicity": 1,
  "symbols": ["H", "O", "H", "C", "C", "H", "C", "N", "H", "C", "H", "H", "C", "N", "H", "H"],
  "positions_angstrom": [[-1.4471, 2.2731, -0.3062], [-0.8799, -1.0179, 0.2757], [0.7024, -1.1073, 0.7743], [-2.7461, 0.2412, -0.1900], [2.5592, -0.0848, -0.5235], [-2.6242, -1.9644, -0.0281], [-0.5082, 0.3837, 0.2102], [0.6191, 0.8723, 0.2471], [3.5013, -0.6617, -0.4024], [-2.1703, -0.9583, -0.0755], [2.0889, -0.8254, -1.3605], [2.7425, 1.2106, -0.7528], [1.6079, -0.1827, 0.6365], [-1.6913, 1.1297, 0.2817], [2.0404, -0.0298, 1.8497], [-3.7945, 0.7216, -0.6362]],
  "forces_ev_per_angstrom": [[-1.197, -4.837, 2.368], [0.249, 2.864, -0.160], [4.909, 1.450, -0.344], [-0.964, 2.142, -0.960], [0.851, -0.508, -1.713], [0.021, 0.876, -0.538], [-2.033, 0.282, 1.043], [1.706, -0.218, 1.504], [-0.123, 0.946, 0.362], [-3.465, -2.553, -0.260], [0.725, 2.699, 1.183], [-0.529, -4.479, 0.247], [-2.674, -0.742, 2.973], [0.436, 3.987, -3.602], [-1.015, 0.019, -3.789], [3.104, -1.928, 1.686]]
}

---

11.
{
  "formula": "C5H8N2O",
  "method": "ωB97M-V/def2-TZVPD",
  "gap_ev": 9.30,
  "e_homo_ev": -8.735,
  "de_lowest_kcal_mol": 50.5,
  "total_charge": 0,
  "spin_multiplicity": 1,
  "symbols": ["H", "N", "H", "C", "C", "H", "O", "C", "H", "H", "C", "C", "N", "H", "H", "H"],
  "positions_angstrom": [[-0.0589, 2.1965, 0.7402], [1.4112, -0.0086, -0.4558], [1.6510, 0.8021, 0.0960], [-0.3946, -0.7497, -1.8632], [0.0259, -0.2483, -0.6940], [0.2979, -1.1046, -2.6070], [1.6124, -1.4046, 1.8167], [1.7726, -1.6785, 0.7150], [1.9996, -0.1805, -1.2592], [-1.2703, 1.6245, 1.9155], [-0.4462, 1.3227, 1.2726], [-0.9386, 0.2801, 0.3145], [-2.1343, -0.0999, 0.4364], [-1.4402, -0.8451, -2.0947], [-2.4347, -0.8114, -0.2337], [0.3472, 0.9053, 1.9008]],
  "forces_ev_per_angstrom": [[0.027, -0.024, 0.058], [-1.158, 0.687, -0.614], [-0.064, 0.015, -0.221], [0.207, -0.224, 0.628], [0.454, 1.150, -1.287], [0.177, 0.065, -0.161], [0.004, 0.111, -0.520], [0.510, -1.822, 1.480], [-0.028, 0.209, 0.167], [0.048, 0.007, -0.078], [0.159, 0.034, 0.161], [0.186, -0.163, 0.308], [-0.743, -0.051, -0.092], [-0.168, -0.106, 0.095], [0.390, -0.003, 0.110], [-0.002, 0.114, -0.032]]
}

---

12.
{
  "formula": "C5H8N2O",
  "method": "ωB97M-V/def2-TZVPD",
  "gap_ev": 9.40,
  "e_homo_ev": -9.607,
  "de_lowest_kcal_mol": 146.9,
  "total_charge": 0,
  "spin_multiplicity": 1,
  "symbols": ["C", "C", "H", "O", "H", "N", "H", "H", "C", "H", "H", "N", "C", "C", "H", "H"],
  "positions_angstrom": [[1.9462, 0.6391, 0.5217], [-1.8748, 1.4152, -0.1288], [-1.2097, -2.3299, 0.1522], [-2.6861, -0.9460, -0.0024], [2.3051, -1.6403, -0.2046], [-0.2525, -2.0567, 0.1905], [2.6260, -0.3170, -1.3778], [-3.0953, 1.3957, -0.5303], [2.1658, -0.5466, -0.4177], [2.0045, 0.3060, 1.5814], [2.4899, 1.4262, 0.1015], [0.7052, 0.0256, -0.2839], [-1.6242, -0.2380, -0.0280], [-0.2560, -0.8178, 0.1928], [-1.2267, 1.5452, -0.9505], [-2.0172, 2.1393, 1.1839]],
  "forces_ev_per_angstrom": [[-1.268, -5.214, -0.159], [-4.998, -2.541, 2.617], [-1.039, -0.760, 0.365], [4.456, 2.022, -0.447], [-0.327, 1.411, 0.599], [2.134, -1.897, 0.456], [-0.335, 0.233, 0.097], [3.782, 0.350, 1.179], [-2.087, -0.188, 0.072], [-0.187, 0.984, -0.788], [-0.249, 1.899, -0.006], [5.776, 1.509, 0.039], [-6.120, 1.778, 2.458], [-1.791, 0.700, -1.596], [1.040, 2.042, -0.441], [1.214, -2.331, -4.444]]
}